Record 1
# C32H88N8O8

8 unconnected molecules or ions with the total composition C32H88N8O8 at a distorted geometry (the ωB97M-V functional and the def2-TZVPD basis, the Open Molecules 2025 dataset).

XYZ file:
```
136
C32H88N8O8 (the ωB97M-V functional and the def2-TZVPD basis)
C -10.10 4.11 -1.17
O -9.79 3.48 0.09
C -8.76 4.17 0.77
C -8.05 3.29 1.81
C -8.69 3.26 3.22
N -6.66 3.70 2.10
H -10.60 5.08 -1.05
H -10.82 3.56 -1.77
H -9.23 4.34 -1.78
H -8.03 4.44 0.01
H -9.16 5.06 1.27
H -8.04 2.30 1.36
H -9.76 3.05 3.27
H -8.46 4.25 3.63
H -8.22 2.46 3.78
H -6.38 3.00 2.78
H -6.57 4.58 2.59
C 3.53 5.49 -0.54
O 4.90 5.56 -0.17
C 5.39 4.60 0.76
C 4.86 4.86 2.23
C 5.57 6.12 2.65
N 5.38 3.73 3.08
H 3.45 4.62 -1.19
H 3.35 6.41 -1.11
H 2.79 5.38 0.25
H 5.15 3.57 0.49
H 6.47 4.75 0.72
H 3.78 5.03 2.27
H 6.65 5.99 2.62
H 5.27 6.35 3.67
H 5.50 6.98 1.97
H 6.37 3.88 3.22
H 5.05 3.78 4.03
C -0.12 -9.87 2.53
O -0.04 -8.98 1.43
C -0.90 -7.85 1.53
C -0.94 -7.07 0.19
C -1.52 -7.95 -0.91
N 0.37 -6.56 -0.24
H 0.03 -9.44 3.52
H 0.60 -10.69 2.44
H -1.06 -10.42 2.47
H -1.92 -8.25 1.61
H -0.75 -7.22 2.41
H -1.59 -6.20 0.16
H -2.48 -8.38 -0.62
H -0.97 -8.88 -1.00
H -1.64 -7.46 -1.88
H 0.93 -7.38 -0.42
H 0.87 -6.25 0.59
C 5.14 -4.85 1.95
O 5.59 -6.01 1.30
C 6.94 -6.01 0.85
C 7.15 -5.14 -0.41
C 6.35 -5.64 -1.57
N 8.52 -5.23 -0.79
H 5.24 -3.94 1.36
H 5.50 -4.78 2.97
H 4.06 -4.94 2.05
H 7.64 -5.73 1.64
H 7.33 -6.99 0.58
H 6.77 -4.14 -0.24
H 6.47 -5.05 -2.47
H 5.32 -5.93 -1.33
H 6.72 -6.62 -1.89
H 8.98 -6.10 -0.99
H 8.44 -4.83 -1.71
C 3.12 -2.40 -6.87
O 2.92 -3.67 -7.50
C 2.80 -4.68 -6.53
C 2.71 -6.12 -7.12
C 2.62 -7.24 -6.11
N 3.85 -6.41 -8.05
H 2.19 -2.14 -6.37
H 3.29 -1.60 -7.58
H 3.95 -2.38 -6.15
H 3.68 -4.78 -5.90
H 1.92 -4.58 -5.90
H 1.85 -6.21 -7.79
H 1.78 -7.00 -5.45
H 3.55 -7.27 -5.55
H 2.57 -8.26 -6.49
H 4.75 -6.41 -7.58
H 4.00 -5.50 -8.47
C -0.32 2.53 1.76
O -0.14 1.21 1.31
C 0.96 1.06 0.46
C 1.28 -0.45 0.16
C 2.54 -0.65 -0.68
N 0.19 -0.96 -0.70
H 0.60 2.94 2.19
H -1.11 2.52 2.51
H -0.62 3.12 0.90
H 0.78 1.66 -0.43
H 1.82 1.53 0.92
H 1.24 -1.05 1.06
H 3.47 -0.33 -0.21
H 2.43 -0.05 -1.59
H 2.63 -1.65 -1.12
H 0.12 -1.97 -0.72
H -0.66 -0.71 -0.21
C -2.68 1.39 -5.12
O -3.17 2.44 -4.42
C -3.20 2.16 -3.01
C -4.18 1.07 -2.64
C -5.64 1.45 -3.03
N -4.28 0.93 -1.17
H -2.50 1.78 -6.12
H -3.37 0.55 -5.24
H -1.70 1.06 -4.76
H -2.21 1.82 -2.71
H -3.28 3.10 -2.48
H -3.87 0.16 -3.14
H -5.51 1.57 -4.11
H -5.93 2.37 -2.52
H -6.33 0.63 -2.83
H -3.35 1.03 -0.81
H -4.73 1.69 -0.69
C -0.37 7.83 7.49
O -1.23 8.78 6.94
C -2.59 8.41 6.84
C -2.77 7.37 5.70
C -2.38 7.84 4.34
N -4.23 7.08 5.52
H -0.21 6.92 6.89
H -0.69 7.45 8.46
H 0.67 8.15 7.56
H -3.02 8.08 7.78
H -3.05 9.36 6.58
H -2.19 6.46 5.87
H -2.77 7.19 3.55
H -1.31 7.69 4.21
H -2.54 8.89 4.09
H -4.60 6.73 6.39
H -4.67 7.99 5.41
```

Calculated values
LUMO energy: 0.299 eV
HOMO energy: -9.07 eV
Energy above the lowest of the compared OMol25 structures with the same formula, charge and spin: 477.9 kJ/mol
SMILES: COC[C@H](C)N.COC[C@H](C)N.COC[C@H](C)N.COC[C@H](C)N.COC[C@H](C)N.COC[C@H](C)N.COC[C@H](C)N.COC[C@H](C)N

Atomic partial charges in e from the Mulliken method, atoms 1 to 2:
1 C -0.7282
2 O -0.3263

Record 2
# C32H27F5FeN9O4S2Se

A molecular structure, C32H27F5FeN9O4S2Se (the ωB97M-V functional and the def2-TZVPD basis, the Open Molecules 2025 dataset).

XYZ file:
```
81
C32H27F5FeN9O4S2Se (the ωB97M-V functional and the def2-TZVPD basis)
Fe 0.12 0.45 0.26
O 0.78 4.96 0.69
C -0.52 5.27 0.56
C -0.86 6.62 0.53
C -2.17 7.01 0.39
C -3.19 6.07 0.29
C -2.86 4.72 0.32
C -1.54 4.30 0.46
C -1.22 2.85 0.45
O 0.00 2.50 0.47
N -2.26 2.01 0.41
N -1.76 0.75 0.38
C -2.54 -0.24 0.57
C -1.87 -1.53 0.70
C -2.53 -2.71 1.03
C -1.79 -3.85 1.29
C -0.42 -3.80 1.20
C 0.17 -2.61 0.81
N -0.53 -1.50 0.57
H 0.84 3.97 0.63
H -0.05 7.34 0.61
H -2.41 8.07 0.36
H -4.22 6.38 0.17
H -3.63 3.96 0.23
H -3.60 -0.10 0.72
H -3.61 -2.69 1.11
H -2.29 -4.77 1.58
H 0.20 -4.66 1.41
H 1.24 -2.52 0.68
N 2.63 -4.94 5.27
C 2.50 -3.74 4.56
C 3.59 -3.20 3.87
C 3.47 -2.03 3.15
C 2.24 -1.37 3.09
C 1.15 -1.91 3.77
C 1.28 -3.08 4.49
S 2.01 0.21 2.31
O 2.98 1.11 2.87
O 0.59 0.51 2.51
N 2.08 0.07 0.70
C 3.29 0.01 0.04
N 4.43 -0.27 0.71
C 5.55 -0.26 0.00
C 5.60 -0.02 -1.35
C 4.36 0.18 -1.95
N 3.23 0.19 -1.28
H 3.57 -5.19 5.52
H 1.98 -5.06 6.03
H 4.55 -3.72 3.91
H 4.31 -1.60 2.63
H 0.20 -1.40 3.72
H 0.42 -3.50 5.01
H 6.46 -0.48 0.56
H 6.53 -0.01 -1.91
H 4.28 0.34 -3.03
F -3.22 5.59 -3.38
C -2.46 4.53 -3.08
C -1.10 4.66 -2.94
F -0.54 5.87 -3.08
C -0.33 3.54 -2.66
F 0.99 3.75 -2.55
C -0.86 2.27 -2.51
Se 0.30 0.76 -2.21
C -2.24 2.19 -2.64
F -2.88 1.02 -2.50
C -3.04 3.29 -2.92
F -4.37 3.15 -3.05
C -2.54 -2.13 -3.25
N -1.09 -2.18 -3.29
C -0.31 -3.07 -2.65
S 1.30 -2.70 -2.34
N -0.85 -4.24 -2.20
C -1.80 -5.10 -2.89
H -2.83 -1.08 -3.34
H -2.93 -2.51 -2.30
H -3.01 -2.68 -4.07
H -0.63 -1.28 -3.37
H -0.16 -4.74 -1.66
H -2.54 -4.52 -3.42
H -2.32 -5.72 -2.16
H -1.30 -5.75 -3.61
```

Calculated values
LUMO energy (spin up / spin down): 2.206 / 2.174 eV
HOMO energy (spin up / spin down): -4.30 / -4.37 eV
Total charge: -1

Atomic partial charges in e from the Mulliken method, atoms 1 to 2:
1 Fe -0.5624
2 O -0.7855

Record 3
# C26H54ClN4O3P

2 unconnected molecules or ions with the total composition C26H54ClN4O3P (the ωB97M-V functional and the def2-TZVPD basis, the Open Molecules 2025 dataset).

XYZ file:
```
89
C26H54ClN4O3P (the ωB97M-V functional and the def2-TZVPD basis)
C -8.44 -6.84 1.32
C -8.18 -6.12 2.64
C -6.74 -6.33 3.14
C -5.77 -5.26 2.65
C -4.34 -5.43 3.20
C -3.26 -5.49 2.11
C -1.86 -5.07 2.59
C -1.35 -3.74 1.98
C -0.46 -3.94 0.74
C 1.01 -3.61 0.99
C 1.27 -2.11 1.14
C 1.49 -1.41 -0.22
C 2.87 -0.77 -0.35
C 3.01 0.07 -1.62
C 2.79 1.58 -1.38
C 4.07 2.42 -1.37
C 4.34 3.11 -0.04
N 3.79 4.45 -0.27
C 3.13 5.25 0.76
C 1.64 5.53 0.46
C 1.30 7.02 0.31
C 0.16 7.31 -0.68
C -1.05 6.35 -0.59
C -1.33 5.64 -1.91
C 3.66 4.63 -1.57
N 3.20 5.80 -2.01
Cl 2.70 6.08 -3.58
N 3.98 3.56 -2.33
P 5.40 3.62 -3.46
C 4.72 3.74 -5.14
C 6.11 5.28 -3.19
H -9.50 -6.81 1.04
H -7.87 -6.38 0.51
H -8.13 -7.89 1.38
H -8.31 -5.04 2.46
H -8.90 -6.42 3.39
H -6.73 -6.35 4.24
H -6.38 -7.30 2.78
H -6.17 -4.27 2.89
H -5.73 -5.33 1.56
H -4.11 -4.61 3.88
H -4.30 -6.35 3.80
H -3.21 -6.50 1.71
H -3.56 -4.86 1.26
H -1.88 -4.96 3.68
H -1.16 -5.87 2.36
H -0.84 -3.15 2.75
H -2.23 -3.15 1.69
H -0.55 -4.98 0.42
H -0.83 -3.35 -0.10
H 1.61 -4.00 0.16
H 1.35 -4.15 1.89
H 2.15 -1.96 1.77
H 0.43 -1.64 1.67
H 0.72 -0.65 -0.38
H 1.36 -2.15 -1.01
H 3.07 -0.18 0.55
H 3.62 -1.57 -0.36
H 2.27 -0.27 -2.35
H 3.99 -0.10 -2.08
H 2.26 1.70 -0.43
H 2.12 1.98 -2.15
H 4.92 1.79 -1.59
H 3.87 2.62 0.81
H 5.41 3.18 0.16
H 3.22 4.68 1.68
H 3.68 6.18 0.92
H 1.07 5.13 1.30
H 1.31 4.98 -0.42
H 1.05 7.44 1.29
H 2.19 7.58 -0.02
H -0.19 8.33 -0.49
H 0.55 7.31 -1.70
H -1.93 6.94 -0.33
H -0.92 5.62 0.21
H -0.41 5.23 -2.33
H -2.05 4.83 -1.80
H -1.71 6.35 -2.64
H 2.97 6.53 -1.35
H 5.55 4.08 -5.76
H 4.44 2.74 -5.48
H 3.89 4.42 -5.30
H 6.92 5.35 -3.92
H 5.46 6.14 -3.34
H 6.56 5.32 -2.20
N -2.07 -7.87 -0.25
O -1.34 -6.84 -0.30
O -1.85 -8.73 0.62
O -2.98 -8.01 -1.08
```

Calculated values
LUMO energy: -1.570 eV
HOMO energy: -5.58 eV
Energy above the lowest of the compared OMol25 structures with the same formula, charge and spin: 0.0 kJ/mol

Atomic partial charges in e from the Mulliken method, atoms 1 to 2:
1 C -1.2149
2 C -0.4709

Record 4
# C31H30F5NO6PRuS3

A molecular structure, C31H30F5NO6PRuS3 at a distorted geometry (the ωB97M-V functional and the def2-TZVPD basis, the Open Molecules 2025 dataset).

XYZ file:
```
78
C31H30F5NO6PRuS3 (the ωB97M-V functional and the def2-TZVPD basis)
Ru 5.06 -15.70 11.70
O 7.75 -15.71 8.50
C 6.93 -15.27 9.28
O 6.38 -16.04 10.16
C 6.43 -13.79 9.24
P 6.07 -13.18 10.93
C 7.72 -12.62 11.51
C 8.73 -13.62 11.58
C 9.98 -13.36 12.16
C 10.28 -12.09 12.63
C 9.32 -11.10 12.56
C 8.05 -11.33 12.05
C 5.00 -11.71 10.68
C 4.69 -11.01 11.86
C 3.95 -9.84 11.78
C 3.33 -9.47 10.61
C 3.47 -10.28 9.45
C 4.29 -11.40 9.48
H 5.44 -13.78 8.79
H 7.14 -13.20 8.65
H 8.52 -14.60 11.19
H 10.72 -14.22 12.21
H 11.26 -11.90 13.13
H 9.49 -10.12 12.92
H 7.29 -10.59 12.02
H 5.15 -11.29 12.81
H 3.74 -9.25 12.72
H 2.71 -8.63 10.62
H 3.00 -9.95 8.53
H 4.43 -12.05 8.64
F 1.60 -21.08 15.29
C 2.51 -20.34 14.61
C 2.47 -19.00 14.74
F 1.54 -18.39 15.43
C 3.40 -18.27 14.00
F 3.37 -16.95 14.13
C 4.33 -18.85 13.19
S 5.63 -18.04 12.34
C 4.27 -20.23 13.03
F 5.11 -20.83 12.18
C 3.41 -20.96 13.78
F 3.28 -22.30 13.72
C 9.48 -13.43 16.34
C 8.41 -14.04 15.41
C 8.68 -15.15 14.64
C 7.74 -15.63 13.74
N 6.56 -15.03 13.59
C 6.21 -14.02 14.43
C 7.09 -13.50 15.33
H 10.46 -13.75 16.03
H 9.33 -13.74 17.43
H 9.43 -12.36 16.36
H 9.66 -15.62 14.73
H 7.92 -16.45 13.03
H 5.26 -13.57 14.24
H 6.75 -12.70 15.97
C 2.85 -17.11 8.65
S 2.57 -15.91 9.90
O 3.58 -14.89 9.66
O 1.23 -15.48 9.82
O 3.02 -16.55 11.22
H 3.03 -16.60 7.72
H 1.96 -17.72 8.56
H 3.76 -17.65 8.89
O 3.52 -14.03 12.93
S 2.02 -14.21 12.93
C 1.46 -13.42 14.50
C 0.44 -12.32 14.05
C 0.96 -11.76 12.70
C 1.27 -12.95 11.84
H 2.37 -12.95 14.95
H 0.95 -14.12 15.10
H 0.19 -11.53 14.77
H -0.47 -12.89 13.77
H 1.84 -11.10 12.86
H 0.13 -11.09 12.30
H 2.03 -12.84 11.05
H 0.37 -13.35 11.34
```

Calculated values
Multiplicity: 6
LUMO energy (spin up / spin down): 0.143 / -1.320 eV
⟨S²⟩: 8.762
HOMO energy (spin up / spin down): -7.68 / -7.86 eV
Energy above the lowest of the compared OMol25 structures with the same formula, charge and spin: 83.3 kJ/mol

Atomic partial charges in e from the Mulliken method, atoms 1 to 2:
1 Ru 2.8524
2 O -0.7048

Record 5
# C13H23Cl2NOV

A molecular structure, C13H23Cl2NOV at a distorted geometry (the ωB97M-V functional and the def2-TZVPD basis, the Open Molecules 2025 dataset).

XYZ file:
```
41
C13H23Cl2NOV (the ωB97M-V functional and the def2-TZVPD basis)
V -0.76 -0.49 -0.61
Cl -1.53 -2.29 -1.55
Cl 0.62 -1.54 0.87
C -1.81 0.30 0.60
H -2.39 1.25 0.55
H -1.97 -0.14 1.61
C 0.41 0.72 -2.08
C -0.60 1.47 -1.49
H 1.43 0.91 -1.75
C -1.94 1.61 -2.12
H -0.32 2.11 -0.66
C -2.20 0.41 -3.01
H -2.72 1.73 -1.35
H -1.99 2.51 -2.77
C -1.07 0.15 -4.02
H -2.36 -0.49 -2.39
H -3.13 0.55 -3.57
C 0.33 0.08 -3.42
H -1.27 -0.78 -4.58
H -1.06 0.95 -4.76
H 0.73 -0.94 -3.39
H 1.01 0.60 -4.12
O 2.10 0.87 0.06
C 2.60 1.20 1.14
C 1.75 1.85 2.20
C 1.79 1.08 3.52
C 3.00 1.51 4.36
C 4.33 0.97 3.81
C 4.68 1.55 2.43
N 3.89 0.94 1.39
H 2.11 2.88 2.34
H 0.73 1.90 1.82
H 0.87 1.30 4.08
H 1.78 0.00 3.32
H 3.06 2.61 4.40
H 2.88 1.14 5.38
H 5.14 1.24 4.50
H 4.30 -0.13 3.78
H 4.55 2.64 2.45
H 5.75 1.36 2.23
H 4.39 0.53 0.60
```

Calculated values
Multiplicity: 3
LUMO energy (spin up / spin down): 2.802 / 2.801 eV
⟨S²⟩: 2.063
HOMO energy (spin up / spin down): -2.65 / -3.08 eV
Total charge: -1

Atomic partial charges in e from the Mulliken method, atoms 1 to 2:
1 V 0.2260
2 Cl -0.6124

Record 6
# C26H36AsIrN6PSe2Si2

A molecular structure, C26H36AsIrN6PSe2Si2 at a distorted geometry (the ωB97M-V functional and the def2-TZVPD basis, the Open Molecules 2025 dataset).

XYZ file:
```
75
C26H36AsIrN6PSe2Si2 (the ωB97M-V functional and the def2-TZVPD basis)
Ir -1.01 -0.21 0.51
N -2.41 3.04 1.18
C -3.38 2.14 0.91
N -4.59 2.62 0.71
C -5.56 1.74 0.45
N -6.79 2.17 0.25
N -5.33 0.41 0.41
C -4.10 0.01 0.60
N -3.05 0.82 0.84
C -3.87 -1.43 0.56
C -4.93 -2.30 0.81
C -4.72 -3.66 0.74
C -3.46 -4.11 0.38
C -2.46 -3.18 0.15
N -2.64 -1.87 0.25
H -2.73 3.98 1.35
H -1.55 2.73 1.58
H -7.00 3.15 0.32
H -7.52 1.49 0.09
H -5.89 -1.88 1.06
H -5.52 -4.35 0.95
H -3.25 -5.16 0.28
H -1.47 -3.52 -0.13
Se 3.01 0.89 0.48
P 2.09 -1.93 0.15
Se 0.42 -2.16 1.58
C 1.58 -1.93 -1.61
C 2.64 -2.04 -2.51
C 2.39 -2.08 -3.87
C 1.09 -2.00 -4.34
C 0.04 -1.84 -3.45
C 0.29 -1.79 -2.09
C 3.10 -3.44 0.25
C 2.85 -4.54 -0.57
C 3.70 -5.63 -0.52
C 4.80 -5.62 0.32
C 5.05 -4.52 1.14
C 4.20 -3.43 1.10
H 3.65 -2.10 -2.15
H 3.21 -2.17 -4.57
H 0.89 -2.05 -5.40
H -0.97 -1.76 -3.83
H -0.55 -1.66 -1.40
H 2.00 -4.54 -1.24
H 3.52 -6.48 -1.16
H 5.48 -6.46 0.34
H 5.90 -4.51 1.79
H 4.40 -2.57 1.72
C 1.42 1.65 -2.81
Si 1.13 3.01 -1.50
C -0.52 3.91 -1.75
C 2.60 4.16 -1.12
As 0.82 1.50 0.48
Si 0.93 2.83 2.65
C 0.27 4.58 2.19
C -0.16 1.68 3.72
C 2.73 2.92 3.25
H 1.50 2.06 -3.81
H 0.60 0.94 -2.80
H 2.34 1.10 -2.60
H -0.54 4.33 -2.75
H -0.67 4.73 -1.06
H -1.37 3.23 -1.67
H 2.78 4.82 -1.96
H 3.51 3.59 -0.94
H 2.42 4.78 -0.24
H -0.71 4.78 2.60
H 0.24 4.73 1.12
H 0.93 5.33 2.61
H -1.21 1.66 3.43
H -0.12 1.96 4.77
H 0.21 0.66 3.65
H 3.38 3.33 2.49
H 3.11 1.93 3.52
H 2.81 3.55 4.13
```

Calculated values
Multiplicity: 2
LUMO energy (spin up / spin down): -7.639 / -7.499 eV
⟨S²⟩: 0.801
HOMO energy (spin up / spin down): -13.29 / -13.22 eV
Energy above the lowest of the compared OMol25 structures with the same formula, charge and spin: 303.4 kJ/mol
Total charge: +2

Atomic partial charges in e from the Mulliken method, atoms 1 to 2:
1 Ir 1.0392
2 N 0.0948

So what do the calculations give for energy? Going down the list: -2311.6725; -6990.3757; -2269.0967; -3835.5394; -2503.5526; -9403.8307 hartree.